Record 1
This record from the OMol25 dataset describes the ion C6H14N3OS with charge +1 at a distorted geometry. The level of theory is the ωB97M-V functional and the def2-TZVPD basis.

orbital gap	9.98	eV
electronic energy	-23793.384	eV
2S+1	1
charge	+1
energy relative to the best compared isomer or geometry (same formula, charge and spin)	241.1	kJ/mol

```
25
C6H14N3OS | the OMol25 dataset | the ωB97M-V functional and the def2-TZVPD basis
C 0.83649 0.59451 -0.40786
C -1.47848 0.01742 0.11810
C 1.37878 0.56501 -2.75216
C 3.03826 1.33312 -1.01379
C -3.03034 -1.48175 1.24611
C -0.67907 -1.75601 1.64916
N -0.37267 0.16388 -0.58146
N 1.74504 0.80913 -1.33033
N -1.73541 -0.92347 1.02283
O -0.49972 1.45924 1.72955
S 1.13966 1.40995 1.30137
H -2.37310 0.50537 -0.30425
H 0.27713 0.29673 -2.75288
H 1.61621 1.54031 -3.34407
H 1.90733 -0.29996 -3.23842
H 3.00675 1.95877 -0.09602
H 3.63010 0.50078 -0.84889
H 3.40732 1.90037 -1.96079
H -2.78703 -2.54507 1.67729
H -3.64468 -0.95371 2.03359
H -3.67100 -1.60519 0.38607
H -0.29118 -2.40151 0.84697
H 0.28485 -1.11778 1.99810
H -1.10450 -2.33325 2.58364
H -0.60072 2.36311 2.03815
```

***

Record 2
This record from the OMol25 dataset describes a cluster of 2 separate species, C4H12N2O2 in total at a distorted geometry. The level of theory is the ωB97M-V functional and the def2-TZVPD basis.

orbital gap	9.45	eV
electronic energy	-11418.116	eV
2S+1	1
energy relative to the best compared isomer or geometry (same formula, charge and spin)	106.2	kJ/mol
SMILES string	NCCCC(N)=O.O

```
20
C4H12N2O2 | the OMol25 dataset | the ωB97M-V functional and the def2-TZVPD basis
N -1.10307 0.65900 1.67470
C -1.15274 1.40272 0.44810
C -1.68061 0.57856 -0.80164
C -0.79993 -0.62713 -1.18440
C 0.57789 -0.85207 -0.60824
N 1.61130 -0.52413 -1.43498
O 0.82515 -1.33243 0.49286
H -0.26547 0.10298 1.75469
H -1.90678 0.07411 1.84020
H -0.16907 1.72785 0.12234
H -1.85906 2.23658 0.50619
H -1.80306 1.27513 -1.63362
H -2.62118 0.20449 -0.40557
H -0.75799 -0.76867 -2.25706
H -1.32001 -1.52676 -0.84754
H 2.54336 -0.67037 -1.08018
H 1.54857 -0.04579 -2.32562
O 3.06071 -0.35817 1.92954
H 2.95987 -1.12771 2.49635
H 2.31210 -0.42820 1.31388
```

***

Record 3
This record from the OMol25 dataset describes a cluster of 11 separate species, C50H66N10O8S in total at a distorted geometry. The level of theory is the ωB97M-V functional and the def2-TZVPD basis.

orbital gap	7.32	eV
electronic energy	-95024.209	eV
2S+1	1
SMILES string	CCCCO[C@H]1OS(=O)(=O)O[C@H]1CC(=O)OC(C)=O.c1cc[nH]c1.c1cc[nH]c1.c1cc[nH]c1.c1cc[nH]c1.c1cc[nH]c1.c1cc[nH]c1.c1cc[nH]c1.c1cc[nH]c1.c1cc[nH]c1.c1cc[nH]c1

```
135
C50H66N10O8S | the OMol25 dataset | the ωB97M-V functional and the def2-TZVPD basis
C 6.05888 2.37016 -5.12332
C 4.58112 3.05518 -5.36092
C 3.49507 2.21111 -4.46695
C 2.10888 1.83531 -5.32282
O 0.98496 2.16526 -4.43362
C -0.04508 1.11567 -4.41386
O -0.56466 0.87317 -3.02760
S -1.65591 -0.41187 -3.34105
O -2.58924 -0.36677 -2.10773
O -1.11670 -1.85155 -3.52266
O -2.21584 0.10312 -4.86717
C -1.35642 1.21667 -5.39118
C -2.38422 2.48718 -5.28020
C -1.70946 3.89263 -4.77568
O -1.58241 4.04713 -3.42927
O -1.28998 4.99493 -5.68585
C 0.15788 5.28701 -5.51804
C 0.80688 6.06488 -4.20578
O 1.02776 4.94834 -6.48691
H 6.78214 2.61852 -6.01530
H 6.44762 2.75433 -4.08396
H 5.98121 1.19939 -5.06168
H 4.51375 4.17783 -5.01521
H 4.30999 3.06397 -6.52251
H 3.95540 1.17474 -4.12943
H 3.24647 2.78605 -3.45237
H 2.07052 2.56054 -6.24036
H 2.12059 0.73724 -5.72647
H 0.35363 0.01990 -4.67046
H -1.26205 0.88326 -6.52688
H -2.94777 2.70159 -6.30674
H -3.23964 2.19854 -4.51362
H 1.50487 5.35028 -3.59622
H -0.12275 6.30627 -3.49725
H 1.28905 7.09980 -4.48440
C -3.74658 -3.36587 -2.77139
C -4.63238 -3.06442 -1.70944
C -5.50295 -4.12423 -1.58765
N -5.17646 -5.05237 -2.54194
C -4.10314 -4.60097 -3.26495
H -2.93531 -2.74921 -3.13594
H -4.63454 -2.17076 -1.09882
H -6.32543 -4.29632 -0.90628
H -5.65252 -5.93294 -2.68891
H -3.68708 -5.19495 -4.06764
C 11.43314 0.44050 -5.38237
C 10.65164 -0.18812 -4.38371
C 9.37725 -0.32664 -4.88639
N 9.36131 0.20067 -6.15145
C 10.61195 0.66589 -6.46453
H 12.48205 0.69966 -5.31951
H 10.98298 -0.50618 -3.40364
H 8.48247 -0.75296 -4.45282
H 8.55332 0.23951 -6.75913
H 10.80958 1.11770 -7.42734
C -9.61190 -0.99410 -2.45707
C -9.81985 -1.83222 -3.57847
C -8.80181 -2.75922 -3.59252
N -7.98432 -2.50681 -2.52168
C -8.47352 -1.43562 -1.82040
H -10.22686 -0.15936 -2.14663
H -10.62585 -1.76703 -4.29791
H -8.58897 -3.57387 -4.27180
H -7.15107 -3.02980 -2.28547
H -7.97018 -1.07922 -0.93167
C -4.36494 5.30528 -2.46594
C -5.45030 4.64596 -1.84103
C -6.47279 5.56049 -1.72230
N -6.04070 6.74970 -2.24933
C -4.75839 6.60209 -2.71024
H -3.40082 4.87975 -2.71238
H -5.48279 3.61486 -1.51352
H -7.46772 5.46741 -1.30781
H -6.58355 7.60241 -2.29224
H -4.23650 7.43066 -3.16992
C -0.27570 4.01986 -0.50101
C -0.09704 2.61846 -0.58703
C 0.58236 2.22114 0.54279
N 0.82405 3.33432 1.30511
C 0.29957 4.43508 0.67918
H -0.77160 4.65725 -1.22153
H -0.42888 1.96892 -1.38670
H 0.91479 1.24437 0.86803
H 1.31218 3.34203 2.19128
H 0.38178 5.41719 1.12518
C 0.03610 2.48656 6.14530
C 1.06828 1.55834 6.42148
C 2.21679 2.03318 5.82871
N 1.91266 3.21288 5.20059
C 0.58636 3.50011 5.39290
H -0.99682 2.42322 6.46215
H 0.98310 0.64248 6.99194
H 3.22145 1.63300 5.79908
H 2.56510 3.78268 4.67784
H 0.14849 4.39792 4.97766
C 1.93506 -3.67670 7.81177
C 0.84970 -4.33602 8.43668
C -0.17279 -3.42150 8.55541
N 0.25930 -2.23228 8.02838
C 1.54161 -2.37990 7.56747
H 2.89918 -4.10224 7.56532
H 0.81721 -5.36712 8.76419
H -1.16772 -3.51457 8.96990
H -0.28355 -1.37957 7.98547
H 2.06350 -1.55132 7.10779
C -0.87570 -6.97355 4.86241
C -0.69704 -8.37496 4.77640
C -0.01764 -8.77227 5.90621
N 0.22405 -7.65909 6.66853
C -0.30042 -6.55833 6.04260
H -1.37160 -6.33616 4.14190
H -1.02888 -9.02449 3.97673
H 0.31479 -9.74904 6.23145
H 0.71218 -7.65138 7.55470
H -0.21822 -5.57622 6.48860
C 5.69316 -3.14752 -2.65409
C 5.72219 -2.01206 -1.80962
C 4.45603 -1.47097 -1.80563
N 3.66534 -2.23737 -2.62180
C 4.40982 -3.26524 -3.13926
H 6.51890 -3.80876 -2.88265
H 6.57474 -1.63056 -1.26273
H 4.05144 -0.60773 -1.29427
H 2.68561 -2.07094 -2.81170
H 3.96427 -3.98957 -3.80787
C -2.52984 -2.20793 12.76805
C -2.30643 -0.81437 12.87450
C -1.43408 -0.46054 11.86964
N -1.11964 -1.59253 11.16364
C -1.78748 -2.66207 11.70088
H -3.16472 -2.81455 13.40070
H -2.73618 -0.14128 13.60508
H -1.01027 0.49707 11.59809
H -0.49352 -1.63215 10.36989
H -1.67635 -3.65236 11.27992
```

***

Record 4
This record from the OMol25 dataset describes a structure of composition C21H15BrF3N11PbS at a distorted geometry. The level of theory is the ωB97M-V functional and the def2-TZVPD basis.

orbital gap (spin up / spin down)	3.77 / 3.77	eV
electronic energy	-132673.948	eV
2S+1	1
charge	+2
energy relative to the best compared isomer or geometry (same formula, charge and spin)	243.0	kJ/mol

```
53
C21H15BrF3N11PbS | the OMol25 dataset | the ωB97M-V functional and the def2-TZVPD basis
Pb -0.56448 -1.33225 0.07821
N 2.83366 -2.71806 -0.99596
C 2.99561 -2.00096 0.10463
N 4.23625 -1.81184 0.53353
C 4.41986 -1.12998 1.65632
N 5.64401 -0.89704 2.09259
N 3.37705 -0.64954 2.38574
C 2.19288 -0.83139 1.86973
N 1.89843 -1.47580 0.73741
C 1.08627 -0.22355 2.65090
C 1.24359 -0.07716 4.05090
C 0.17910 0.40152 4.82092
C -0.96702 0.79638 4.19754
C -1.04692 0.80665 2.71217
N 0.01197 0.13625 2.00591
H 3.64836 -3.10884 -1.44244
H 1.92471 -2.87096 -1.40628
H 6.43680 -1.25826 1.58670
H 5.78977 -0.39294 2.95089
H 2.17891 -0.37510 4.50149
H 0.26646 0.43729 5.89731
H -1.82751 1.15329 4.74667
H -0.93243 1.88561 2.44242
F 2.49037 0.51731 -5.48875
C 1.81801 -0.25990 -4.64650
F 2.54498 -1.37514 -4.44641
F 0.67608 -0.62265 -5.24017
C 1.56508 0.44010 -3.32815
C 2.13359 1.66647 -3.04185
C 1.90019 2.24940 -1.79879
C 1.12187 1.56746 -0.88720
N 0.57771 0.38098 -1.15492
C 0.78208 -0.19936 -2.35273
S 0.04729 -1.75007 -2.55494
H 2.75279 2.15764 -3.78031
H 2.31477 3.21446 -1.54935
H 0.93228 1.96840 0.10026
N -6.93306 0.73290 1.74444
C -5.85615 0.50116 2.06745
N -4.64257 0.18379 2.43368
C -3.47055 0.42191 2.35478
N -2.27987 0.37722 2.15137
Br -3.64220 2.73838 -3.58922
C -3.75618 1.26635 -2.40691
C -4.96005 0.60738 -2.19217
C -4.96366 -0.48618 -1.34033
C -3.77587 -0.87902 -0.74768
N -2.62674 -0.22669 -0.93926
C -2.61472 0.82760 -1.74890
H -5.86557 0.94172 -2.67875
H -5.87766 -1.02531 -1.13922
H -3.74323 -1.74403 -0.09576
H -1.67434 1.34440 -1.88102
```

***

Copy entry 4 word for word.
This record from the OMol25 dataset describes a structure of composition C21H15BrF3N11PbS at a distorted geometry. The level of theory is the ωB97M-V functional and the def2-TZVPD basis.

orbital gap (spin up / spin down)	3.77 / 3.77	eV
electronic energy	-132673.948	eV
2S+1	1
charge	+2
energy relative to the best compared isomer or geometry (same formula, charge and spin)	243.0	kJ/mol

```
53
C21H15BrF3N11PbS | the OMol25 dataset | the ωB97M-V functional and the def2-TZVPD basis
Pb -0.56448 -1.33225 0.07821
N 2.83366 -2.71806 -0.99596
C 2.99561 -2.00096 0.10463
N 4.23625 -1.81184 0.53353
C 4.41986 -1.12998 1.65632
N 5.64401 -0.89704 2.09259
N 3.37705 -0.64954 2.38574
C 2.19288 -0.83139 1.86973
N 1.89843 -1.47580 0.73741
C 1.08627 -0.22355 2.65090
C 1.24359 -0.07716 4.05090
C 0.17910 0.40152 4.82092
C -0.96702 0.79638 4.19754
C -1.04692 0.80665 2.71217
N 0.01197 0.13625 2.00591
H 3.64836 -3.10884 -1.44244
H 1.92471 -2.87096 -1.40628
H 6.43680 -1.25826 1.58670
H 5.78977 -0.39294 2.95089
H 2.17891 -0.37510 4.50149
H 0.26646 0.43729 5.89731
H -1.82751 1.15329 4.74667
H -0.93243 1.88561 2.44242
F 2.49037 0.51731 -5.48875
C 1.81801 -0.25990 -4.64650
F 2.54498 -1.37514 -4.44641
F 0.67608 -0.62265 -5.24017
C 1.56508 0.44010 -3.32815
C 2.13359 1.66647 -3.04185
C 1.90019 2.24940 -1.79879
C 1.12187 1.56746 -0.88720
N 0.57771 0.38098 -1.15492
C 0.78208 -0.19936 -2.35273
S 0.04729 -1.75007 -2.55494
H 2.75279 2.15764 -3.78031
H 2.31477 3.21446 -1.54935
H 0.93228 1.96840 0.10026
N -6.93306 0.73290 1.74444
C -5.85615 0.50116 2.06745
N -4.64257 0.18379 2.43368
C -3.47055 0.42191 2.35478
N -2.27987 0.37722 2.15137
Br -3.64220 2.73838 -3.58922
C -3.75618 1.26635 -2.40691
C -4.96005 0.60738 -2.19217
C -4.96366 -0.48618 -1.34033
C -3.77587 -0.87902 -0.74768
N -2.62674 -0.22669 -0.93926
C -2.61472 0.82760 -1.74890
H -5.86557 0.94172 -2.67875
H -5.87766 -1.02531 -1.13922
H -3.74323 -1.74403 -0.09576
H -1.67434 1.34440 -1.88102
```

***

Which value of electronic energy does entry 2 give? -11418.116 eV

***

Which value of electronic energy does entry 3 give? -95024.209 eV